C40H47CrN4OSSi as an isolated structure, computed with wB97M-V/def2-TZVPD.

Computed properties:
* total energy: -3578.790509 Ha
* total charge: +1
* orbital gap (spin up / spin down): 6.240 / 6.207 eV
* multiplicity: 5

Atoms and positions in Å:
Cr: 0.1272 0.1331 0.1000
C: 0.7075 2.1356 -2.6888
Si: -0.5248 0.7551 -3.0122
C: -0.1423 0.1684 -4.7389
C: -2.2538 1.4447 -3.0321
N: -0.3127 -0.4407 -1.7665
C: -0.4858 -1.8116 -1.9209
C: -1.0159 -2.4387 -3.0591
C: -1.1314 -3.8201 -3.1529
C: -0.7128 -4.6366 -2.1132
C: -0.1891 -4.0495 -0.9673
C: -0.1104 -2.6773 -0.8861
O: 0.4377 -2.0394 0.2572
C: 0.3911 -2.7527 1.4724
C: 1.6022 -3.1332 2.0080
C: 1.6227 -3.8009 3.2273
C: 0.4345 -4.0994 3.8762
C: -0.7782 -3.7381 3.2959
C: -0.8096 -3.0639 2.0834
H: 0.3362 3.0906 -3.0765
H: 1.6392 1.9093 -3.2154
H: 0.9551 2.2824 -1.6363
H: 0.1306 1.0458 -5.3344
H: -0.9935 -0.3081 -5.2325
H: 0.6996 -0.5305 -4.7645
H: -2.3679 2.1512 -3.8624
H: -2.5020 1.9685 -2.1036
H: -2.9831 0.6416 -3.1763
H: -1.3583 -1.8238 -3.8823
H: -1.5485 -4.2573 -4.0522
H: -0.7887 -5.7135 -2.1844
H: 0.1423 -4.6604 -0.1364
H: 2.5119 -2.9287 1.4608
H: 2.5707 -4.1079 3.6527
H: 0.4488 -4.6234 4.8231
H: -1.7103 -3.9875 3.7867
H: -1.7453 -2.7913 1.6172
C: 3.3908 -0.1522 2.7275
C: 3.8404 -0.7122 1.3974
C: 4.9120 -1.5990 1.3702
C: 5.3369 -2.1689 0.1821
C: 4.6988 -1.8386 -1.0027
C: 3.6352 -0.9422 -1.0244
C: 3.0425 -0.5257 -2.3411
C: 3.2095 -0.3982 0.1906
N: 2.1058 0.5454 0.2476
C: 2.3820 1.7772 0.5631
C: 3.7488 2.3756 0.5514
C: 1.2390 2.5806 1.0067
C: 1.4539 3.9725 1.5102
N: 0.0984 1.9517 1.0026
C: -1.0359 2.5716 1.6614
C: -1.8442 3.4744 0.9802
C: -1.5161 3.9139 -0.4209
C: -2.9580 3.9850 1.6415
C: -3.2450 3.6106 2.9470
C: -2.4162 2.7122 3.6019
C: -1.3054 2.1713 2.9663
C: -0.4405 1.1620 3.6789
H: 3.5517 -0.8886 3.5142
H: 2.3336 0.1124 2.7372
H: 3.9627 0.7395 3.0008
H: 5.4037 -1.8552 2.3026
H: 6.1660 -2.8653 0.1787
H: 5.0336 -2.2721 -1.9383
H: 3.4036 0.4682 -2.6254
H: 1.9564 -0.4860 -2.3023
H: 3.3345 -1.2224 -3.1266
H: 4.4824 1.6863 0.1442
H: 4.0608 2.6652 1.5580
H: 3.7412 3.2856 -0.0535
H: 2.1151 3.9596 2.3813
H: 0.5194 4.4450 1.7967
H: 1.9434 4.5845 0.7490
H: -1.1758 3.0834 -1.0310
H: -0.7210 4.6673 -0.4272
H: -2.3883 4.3566 -0.9013
H: -3.5926 4.6985 1.1259
H: -4.1103 4.0205 3.4522
H: -2.6412 2.4041 4.6165
H: -1.0132 0.6376 4.4425
H: 0.4063 1.6480 4.1726
H: -0.0315 0.4104 3.0019
S: -2.2305 -0.1926 0.8867
C: -3.5118 -0.4239 -0.2193
N: -4.5064 0.4948 -0.2116
C: -5.6287 0.4276 -0.9638
C: -5.8067 -0.6158 -1.8184
C: -4.8000 -1.5909 -1.8850
C: -3.6718 -1.4978 -1.1095
H: -4.3679 1.2735 0.4239
H: -6.3360 1.2351 -0.8425
H: -6.7003 -0.6769 -2.4213
H: -4.9157 -2.4331 -2.5571
H: -2.8903 -2.2418 -1.1541


C40H47F4N4SbSiV as an isolated structure, computed with wB97M-V/def2-TZVPD.

Computed properties:
* total energy: -3644.546183 Ha
* total charge: +1
* orbital gap (spin up / spin down): 7.505 / 8.320 eV
* multiplicity: 3

Atoms and positions in Å:
V: 1.4727 0.8121 -0.3383
C: -0.2403 2.3099 -2.5231
N: 0.9408 1.4397 -2.4039
C: 0.8030 0.3098 -3.3450
C: 2.1399 2.2235 -2.7794
C: 3.4034 1.4319 -2.4912
N: 3.1523 0.6645 -1.2824
C: 4.0807 -0.2676 -0.8645
C: 3.5885 -1.4124 -0.2416
F: 2.2223 -1.4821 -0.1318
C: 4.3845 -2.4223 0.2438
F: 3.8161 -3.4817 0.8276
C: 5.7591 -2.3340 0.1185
C: 6.2778 -1.2112 -0.4980
F: 7.5979 -1.0798 -0.6251
C: 5.4693 -0.1916 -0.9776
F: 6.0430 0.8880 -1.5305
H: -0.3092 2.7315 -3.5310
H: -0.1680 3.1227 -1.7996
H: -1.1441 1.7318 -2.3335
H: 0.8551 0.6751 -4.3759
H: -0.1594 -0.1729 -3.2067
H: 1.5990 -0.4148 -3.1797
H: 2.1247 3.1208 -2.1772
H: 2.0786 2.5156 -3.8339
H: 4.2458 2.1219 -2.3959
H: 3.6443 0.7549 -3.3198
H: 6.4073 -3.1085 0.4983
C: 2.3258 4.7700 -0.5097
C: 1.9989 4.0184 0.7459
C: 2.0264 4.7027 1.9454
C: 1.7825 4.0182 3.1330
C: 1.5258 2.6705 3.1054
C: 1.4897 2.0182 1.8641
N: 1.7048 2.7024 0.7016
N: 1.2187 0.6982 1.6334
Si: 1.2069 -0.4521 2.9817
C: 2.9487 -0.5068 3.6746
C: -0.0413 0.0823 4.2873
C: 0.7440 -2.1814 2.4591
H: 3.1484 4.3001 -1.0480
H: 2.6354 5.7810 -0.2572
H: 1.4578 4.8446 -1.1678
H: 2.2587 5.7563 1.9502
H: 1.8051 4.5458 4.0772
H: 1.3435 2.1199 4.0131
H: 3.2933 0.4637 4.0333
H: 3.6515 -0.8438 2.9093
H: 3.0066 -1.2080 4.5084
H: 0.4466 0.3975 5.2108
H: -0.6929 -0.7560 4.5350
H: -0.6846 0.8950 3.9487
H: 1.4768 -2.6790 1.8290
H: -0.2374 -2.2550 1.9898
H: 0.6824 -2.7496 3.3907
C: -4.3225 1.1629 -1.2737
C: -3.7751 0.2172 -2.3057
C: -4.4956 0.0693 -3.4916
C: -4.0992 -0.7992 -4.4925
C: -2.9577 -1.5638 -4.3180
C: -2.2326 -1.4338 -3.1455
C: -2.6121 -0.5444 -2.1366
Sb: -1.2589 -0.7034 -0.4406
C: -1.4451 -2.8301 -0.4145
C: -0.2622 -3.5676 -0.4702
C: -0.2820 -4.9484 -0.5678
C: -1.5010 -5.6060 -0.6138
C: -2.6770 -4.8782 -0.5689
C: -2.6812 -3.4865 -0.4787
C: -4.0184 -2.7936 -0.4928
C: -2.3284 -0.1690 1.3380
C: -2.7979 -1.1880 2.1607
C: -3.4817 -0.8986 3.3326
C: -3.6998 0.4217 3.6867
C: -3.2123 1.4407 2.8824
C: -2.5091 1.1678 1.7140
C: -1.9573 2.3107 0.9098
H: -5.3735 1.3669 -1.4702
H: -3.8052 2.1227 -1.2940
H: -4.2418 0.7574 -0.2668
H: -5.4028 0.6465 -3.6195
H: -4.6876 -0.8899 -5.3951
H: -2.6409 -2.2672 -5.0760
H: -1.3640 -2.0712 -3.0094
H: 0.6914 -3.0562 -0.4307
H: 0.6456 -5.5029 -0.6027
H: -1.5374 -6.6845 -0.6861
H: -3.6274 -5.3964 -0.6092
H: -4.7321 -3.3462 0.1183
H: -4.4105 -2.7555 -1.5117
H: -3.9768 -1.7732 -0.1164
H: -2.6391 -2.2253 1.8861
H: -3.8460 -1.7028 3.9568
H: -4.2451 0.6622 4.5891
H: -3.3780 2.4729 3.1660
H: -2.4674 3.2430 1.1503
H: -2.0631 2.1426 -0.1606
H: -0.8982 2.4488 1.1215


C40H47KNP2S as an isolated structure, computed with wB97M-V/def2-TZVPD.

Computed properties:
* total energy: -3287.903758 Ha
* total charge: +1
* orbital gap: 8.206 eV

Atoms and positions in Å:
K: 0.3500 -0.3800 0.2358
C: -2.0505 -3.6671 1.6199
C: -0.6675 -3.0626 1.5553
C: 0.2084 -3.4152 0.5174
C: -0.3067 -4.2273 -0.6489
C: 1.5548 -3.0216 0.5762
C: 2.5418 -3.5428 -0.4482
C: 1.9969 -2.1925 1.6210
C: 3.4296 -1.6966 1.6407
C: 1.1071 -1.8017 2.6336
C: 1.6036 -0.9875 3.8100
C: -0.2323 -2.2174 2.5860
C: -1.2102 -1.7741 3.6495
H: -2.3347 -3.8645 2.6525
H: -2.0914 -4.6146 1.0866
H: -2.8165 -3.0218 1.1888
H: -0.3099 -5.2998 -0.4348
H: 0.2976 -4.0771 -1.5410
H: -1.3293 -3.9442 -0.8977
H: 2.6373 -2.8922 -1.3237
H: 2.2465 -4.5243 -0.8117
H: 3.5351 -3.6467 -0.0180
H: 4.0811 -2.3478 2.2304
H: 3.5017 -0.6978 2.0695
H: 3.8520 -1.6428 0.6388
H: 1.4583 0.0898 3.6738
H: 2.6643 -1.1475 3.9858
H: 1.0823 -1.2623 4.7246
H: -1.2642 -2.4888 4.4759
H: -2.2169 -1.6793 3.2448
H: -0.9369 -0.8109 4.0756
C: -3.5584 5.4907 -5.5907
S: -3.6105 6.3680 -4.0205
C: -3.6344 4.9648 -2.8877
C: -2.3067 4.2292 -2.7760
C: -2.4061 3.0296 -1.8435
N: -1.0950 2.3570 -1.6585
P: -0.8437 0.8289 -2.4057
C: -1.3273 1.1527 -4.1319
C: -2.6290 1.0711 -4.6217
C: -2.9115 1.4434 -5.9285
C: -1.8954 1.9015 -6.7583
C: -0.5912 1.9688 -6.2855
C: -0.3106 1.5855 -4.9818
C: -2.2014 -0.2733 -1.8290
C: -2.7960 -0.1269 -0.5731
C: -3.8087 -0.9887 -0.1628
C: -4.2096 -2.0343 -0.9796
C: -3.5820 -2.2289 -2.2039
C: -2.5883 -1.3569 -2.6252
P: -0.3685 2.6713 -0.0877
C: -0.3984 4.4841 0.0401
C: -1.2982 5.0556 0.9330
C: -1.3970 6.4393 1.0418
C: -0.5906 7.2482 0.2562
C: 0.3246 6.6820 -0.6285
C: 0.4212 5.3056 -0.7348
C: 1.4328 2.3840 -0.3482
C: 2.1784 2.3859 0.8388
C: 3.5565 2.2186 0.8184
C: 4.2112 2.0297 -0.3929
C: 3.4862 2.0421 -1.5769
C: 2.1079 2.2276 -1.5556
H: -3.6013 6.2422 -6.3779
H: -4.4224 4.8331 -5.6959
H: -2.6413 4.9163 -5.7149
H: -4.4388 4.2863 -3.1892
H: -3.9175 5.3782 -1.9168
H: -1.5453 4.9160 -2.4089
H: -1.9799 3.8871 -3.7614
H: -3.1231 2.3010 -2.2311
H: -2.8020 3.3439 -0.8723
H: -3.4345 0.7199 -3.9869
H: -3.9280 1.3825 -6.2954
H: -2.1191 2.1988 -7.7747
H: 0.2068 2.3094 -6.9320
H: 0.7126 1.6289 -4.6264
H: -2.5116 0.6978 0.0759
H: -4.2880 -0.8349 0.7964
H: -5.0053 -2.6972 -0.6644
H: -3.8825 -3.0502 -2.8422
H: -2.1315 -1.5066 -3.5968
H: -1.9279 4.4196 1.5452
H: -2.0999 6.8791 1.7371
H: -0.6680 8.3250 0.3340
H: 0.9569 7.3171 -1.2350
H: 1.1307 4.8685 -1.4296
H: 1.6741 2.5531 1.7868
H: 4.1183 2.2408 1.7436
H: 5.2839 1.8873 -0.4146
H: 3.9947 1.9157 -2.5242
H: 1.5630 2.2588 -2.4886


C40H47N7O2ReS as an isolated structure, computed with wB97M-V/def2-TZVPD.

Computed properties:
* total energy: -2561.426585 Ha
* total charge: +4
* orbital gap (spin up / spin down): 6.564 / 6.376 eV
* multiplicity: 2

Atoms and positions in Å:
Re: -0.3380 0.6292 -0.4848
C: 0.8656 -1.1823 3.3529
C: 0.2087 -0.7165 2.1057
N: 0.6114 0.2454 1.3396
N: 1.7400 0.9848 1.6621
C: 2.3858 1.5748 0.6437
N: 3.4680 2.2768 0.8760
S: 1.8213 1.3520 -0.9900
C: -0.9864 -1.4002 1.5725
C: -1.6355 -2.4198 2.2342
C: -2.7457 -3.0194 1.6387
C: -3.1580 -2.5875 0.3912
C: -2.4505 -1.5742 -0.2371
N: -1.3971 -0.9808 0.3411
H: 1.7708 -0.6323 3.5892
H: 1.1279 -2.2382 3.2426
H: 0.1782 -1.1118 4.1983
H: 1.8080 1.3383 2.6203
H: 3.9055 2.3186 1.7874
H: 3.9555 2.7266 0.1121
H: -1.2885 -2.7562 3.2015
H: -3.2695 -3.8188 2.1472
H: -4.0094 -3.0317 -0.1062
H: -2.7215 -1.2239 -1.2244
C: -4.8464 0.9252 -6.0077
C: -3.3446 1.2156 -6.1783
C: -3.1466 2.6707 -6.6416
C: -2.7636 0.2693 -7.2280
C: -2.6682 1.0578 -4.8322
C: -3.0622 1.8322 -3.7330
C: -2.4228 1.7074 -2.5261
N: -1.4012 0.8473 -2.3224
C: -1.0449 0.0415 -3.3534
C: -1.6445 0.1399 -4.5943
C: -0.0417 -0.9840 -3.0128
C: 0.4648 -1.9016 -3.9172
C: 1.3601 -2.8910 -3.5160
C: 1.7014 -2.8999 -2.1540
C: 1.1851 -1.9567 -1.3054
N: 0.3237 -1.0024 -1.7133
C: 1.9469 -3.9134 -4.4675
C: 3.4803 -3.7780 -4.4342
C: 1.4546 -3.7133 -5.9001
C: 1.5385 -5.3154 -3.9801
H: -5.3408 1.0435 -6.9713
H: -5.3257 1.6128 -5.3098
H: -5.0192 -0.0971 -5.6670
H: -3.6287 2.8026 -7.6096
H: -2.0887 2.9119 -6.7589
H: -3.5966 3.3868 -5.9525
H: -3.2759 0.4317 -8.1750
H: -2.9108 -0.7801 -6.9625
H: -1.7010 0.4522 -7.4040
H: -3.8745 2.5405 -3.8174
H: -2.7262 2.3100 -1.6818
H: -1.3252 -0.5156 -5.3893
H: 0.1609 -1.8492 -4.9508
H: 2.3825 -3.6406 -1.7592
H: 1.4673 -1.9398 -0.2600
H: 3.8008 -2.7867 -4.7589
H: 3.9141 -4.5093 -5.1153
H: 3.8919 -3.9729 -3.4431
H: 1.7414 -2.7386 -6.3013
H: 0.3721 -3.8353 -5.9843
H: 1.9095 -4.4675 -6.5402
H: 1.9148 -5.5318 -2.9794
H: 1.9605 -6.0603 -4.6538
H: 0.4542 -5.4388 -3.9819
C: 0.5078 6.6120 2.1685
O: -0.3265 5.4322 2.2000
C: 0.0852 4.3716 2.8928
C: 1.3648 4.2231 3.4372
C: 1.6604 3.1426 4.2553
C: 0.7047 2.1636 4.5252
C: -0.5583 2.2831 3.9634
C: -0.8616 3.3605 3.1427
N: -2.2409 3.5694 2.8019
C: -2.7937 4.0433 1.7296
C: -2.2051 4.3262 0.4452
C: -2.6329 5.5334 -0.1281
C: -2.0310 6.0353 -1.2671
C: -1.0230 5.3022 -1.8770
C: -0.6499 4.0574 -1.3809
C: -1.2385 3.5587 -0.2308
O: -0.9536 2.2907 0.1972
H: -0.0844 7.3715 1.6703
H: 1.4168 6.4203 1.5990
H: 0.7445 6.9347 3.1814
H: 2.1010 5.0009 3.2917
H: 2.6291 3.0970 4.7392
H: 0.9143 1.3758 5.2368
H: -1.3411 1.5770 4.2194
H: -2.8698 3.4622 3.5939
H: -3.8395 4.3121 1.8563
H: -3.4179 6.0999 0.3591
H: -2.3509 6.9821 -1.6792
H: -0.5452 5.6805 -2.7715
H: 0.0834 3.4621 -1.9076


C40H47N7OPReS2Sb as an isolated structure at a distorted geometry, computed with wB97M-V/def2-TZVPD.

Computed properties:
* total energy: -3465.911563 Ha
* total charge: +4
* orbital gap (spin up / spin down): 3.182 / 3.991 eV
* multiplicity: 2

Atoms and positions in Å:
Re: 0.4878 -0.2583 -0.2243
N: -0.3266 -4.4077 -0.4646
C: -1.2391 -4.1005 -1.4440
C: -2.0338 -4.9121 -2.2385
C: -2.8290 -4.2797 -3.1740
C: -2.8316 -2.8875 -3.3043
C: -2.0410 -2.0779 -2.5100
C: -1.2313 -2.6917 -1.5536
N: -0.3178 -2.1884 -0.6393
C: 0.2154 -3.2608 -0.0291
C: 1.3023 -3.1444 0.9053
C: 1.7429 -4.0791 1.8111
S: 3.0710 -3.4821 2.6951
C: 2.9595 -2.0205 1.8011
N: 2.0099 -1.9718 0.9123
H: -0.1131 -5.3431 -0.1496
H: -2.0209 -5.9839 -2.1262
H: -3.4611 -4.8703 -3.8161
H: -3.4687 -2.4360 -4.0493
H: -2.0571 -1.0060 -2.6237
H: 1.3377 -5.0533 2.0028
H: 3.6374 -1.2083 1.9861
N: 0.7666 -0.2794 -2.4636
C: 0.0263 0.7121 -3.2498
C: 0.3457 0.9081 -4.5863
C: -0.4064 1.7806 -5.3601
C: -1.4669 2.4732 -4.7954
C: -1.7722 2.3020 -3.4545
C: -1.0349 1.4128 -2.6704
P: -1.3589 1.1958 -0.8934
C: -1.3845 2.8587 -0.1489
C: -1.0992 4.0127 -0.8807
C: -1.2857 5.2568 -0.3007
C: -1.7173 5.3688 1.0126
C: -1.9494 4.2236 1.7590
C: -1.7868 2.9776 1.1829
C: -3.0354 0.5385 -0.6243
C: -3.3537 0.0733 0.6521
C: -4.6427 -0.3318 0.9439
C: -5.6220 -0.2753 -0.0360
C: -5.3025 0.1543 -1.3141
C: -4.0112 0.5487 -1.6211
H: 1.7565 -0.2289 -2.7355
H: 0.4354 -1.1951 -2.7976
H: 1.1761 0.3834 -5.0377
H: -0.1687 1.9147 -6.4031
H: -2.0514 3.1506 -5.3959
H: -2.5764 2.8654 -3.0071
H: -0.7599 3.9556 -1.9036
H: -1.1028 6.1487 -0.8778
H: -1.8864 6.3405 1.4501
H: -2.2746 4.3124 2.7838
H: -1.9949 2.0902 1.7596
H: -2.5838 0.0291 1.4078
H: -4.8829 -0.6904 1.9333
H: -6.6325 -0.5779 0.1911
H: -6.0665 0.1858 -2.0754
H: -3.7773 0.8611 -2.6276
S: 3.2751 3.4839 -0.4696
C: 3.6107 2.4847 0.8824
C: 2.7528 1.4338 0.9218
N: 1.8377 1.4062 -0.0884
C: 2.0114 2.4311 -0.8984
H: 4.3842 2.7296 1.5848
H: 2.7084 0.6744 1.6793
H: 1.3960 2.6147 -1.7607
C: 0.8493 2.1619 3.4310
N: -0.1026 1.1591 3.8493
C: -0.6169 1.2609 5.2069
C: -1.9746 0.5879 5.2858
C: -1.8034 -0.8414 4.8119
N: -1.2325 -0.8420 3.4717
C: -1.4553 -2.0538 2.7168
C: -0.3598 0.0971 3.0613
O: 0.2423 0.0074 1.9400
H: 0.5863 3.1151 3.8836
H: 0.8170 2.2663 2.3479
H: 1.8652 1.9048 3.7431
H: -0.6915 2.3156 5.4715
H: 0.0825 0.7939 5.9103
H: -2.6851 1.1108 4.6443
H: -2.3599 0.6021 6.3025
H: -2.7597 -1.3659 4.7725
H: -1.1484 -1.4021 5.4883
H: -2.5161 -2.3026 2.7483
H: -0.8956 -2.8829 3.1584
H: -1.1601 -1.9161 1.6784
C: 5.4680 0.1640 -2.9220
Sb: 4.9114 -1.0728 -1.2168
C: 5.5801 -3.0502 -1.8023
C: 6.3674 -0.5230 0.2942
H: 6.5515 0.2237 -2.9207
H: 5.0489 1.1607 -2.8361
H: 5.1309 -0.3100 -3.8379
H: 6.5780 -2.9313 -2.2136
H: 4.9215 -3.4729 -2.5529
H: 5.6140 -3.6939 -0.9302
H: 7.3359 -0.8099 -0.1028
H: 6.1823 -1.0588 1.2183
H: 6.3408 0.5468 0.4648